{
  "formula": "C64H51N3NiOP3Si",
  "method": "the ωB97M-V functional and the def2-TZVPD basis",
  "total_charge": 1,
  "energy_ev": -150491.91906,
  "e_homo_ev": -8.765,
  "elements": ["Ni", "C", "C", "C", "C", "C", "C", "P", "C", "C", "C", "C", "C", "C", "C", "C", "C", "C", "C", "C", "Si", "C", "C", "C", "C", "C", "C", "P", "C", "C", "C", "C", "C", "C", "C", "C", "C", "C", "C", "C", "C", "C", "C", "C", "C", "C", "P", "C", "C", "C", "C", "C", "C", "C", "C", "C", "C", "C", "C", "H", "H", "H", "H", "H", "H", "H", "H", "H", "H", "H", "H", "H", "H", "H", "H", "H", "H", "H", "H", "H", "H", "H", "H", "H", "H", "H", "H", "H", "H", "H", "H", "H", "H", "H", "H", "H", "H", "H", "H", "H", "H", "O", "H", "H", "N", "C", "C", "C", "C", "C", "C", "C", "N", "C", "C", "N", "C", "H", "H", "H", "H", "H", "H", "H"],
  "positions_angstrom": [[0.4312, -0.4722, 0.5604], [-1.1763, 5.6612, -0.0908], [-0.0191, 5.5609, 0.6622], [0.9112, 4.5662, 0.3844], [0.6901, 3.6589, -0.6502], [-0.4802, 3.7711, -1.3957], [-1.4038, 4.7639, -1.1248], [1.8147, 2.2817, -1.1057], [2.7036, 2.9388, -2.5508], [2.8795, 2.0693, -3.6214], [3.5051, 2.4986, -4.7836], [3.9486, 3.8062, -4.8833], [3.7659, 4.6876, -3.8243], [3.1432, 4.2577, -2.6660], [3.0010, 2.4352, 0.2832], [4.3059, 2.8778, 0.1450], [5.1397, 2.9880, 1.2554], [4.6759, 2.6748, 2.5195], [3.3714, 2.2242, 2.6720], [2.5391, 2.0636, 1.5611], [0.9097, 1.2317, 1.7883], [0.5075, 1.0740, 3.5866], [0.1901, 2.0565, 4.5282], [-0.0934, 1.6878, 5.8303], [-0.0494, 0.3460, 6.2028], [0.2574, -0.6311, 5.2752], [0.5130, -0.2704, 3.9549], [0.8703, -1.4751, 2.6121], [-0.3559, -2.7596, 2.9848], [-1.6563, -2.3597, 3.2896], [-2.6072, -3.3007, 3.6446], [-2.2647, -4.6447, 3.7114], [-0.9843, -5.0491, 3.3724], [-0.0389, -4.1136, 2.9809], [2.4946, -2.1156, 3.1306], [2.6701, -3.1017, 4.0992], [3.9454, -3.4933, 4.4724], [5.0584, -2.8968, 3.8986], [4.8945, -1.8813, 2.9692], [3.6189, -1.4939, 2.5882], [-1.2213, 0.3194, 0.1000], [-2.1084, 1.2608, 0.4674], [-3.4478, 1.1367, -0.2799], [-3.9405, -1.2474, -1.6909], [-2.9516, -2.1220, -1.9954], [-1.6817, -1.7419, -1.4308], [-0.1866, -2.4111, -0.9371], [-0.6504, -4.1812, -0.7417], [-1.8692, -4.4738, -0.1388], [-2.3207, -5.7810, -0.0658], [-1.5490, -6.8172, -0.5666], [-0.3194, -6.5381, -1.1428], [0.1264, -5.2283, -1.2316], [0.9855, -2.5438, -2.3735], [0.5620, -2.1411, -3.6340], [1.4218, -2.1898, -4.7222], [2.7218, -2.6423, -4.5676], [3.1539, -3.0747, -3.3203], [2.2883, -3.0287, -2.2385], [-1.8989, 6.4353, 0.1248], [0.1690, 6.2628, 1.4625], [1.8129, 4.5058, 0.9779], [-0.6630, 3.0671, -2.1901], [-2.3082, 4.8367, -1.7136], [2.5211, 1.0503, -3.5510], [3.6367, 1.8136, -5.6087], [4.4294, 4.1464, -5.7893], [4.1029, 5.7105, -3.9079], [2.9839, 4.9532, -1.8513], [4.6872, 3.1426, -0.8313], [6.1534, 3.3396, 1.1264], [5.3209, 2.7763, 3.3804], [3.0124, 1.9602, 3.6557], [0.1776, 3.1014, 4.2513], [-0.3485, 2.4410, 6.5614], [-0.2652, 0.0651, 7.2236], [0.2725, -1.6718, 5.5707], [-1.9205, -1.3085, 3.2738], [-3.6108, -2.9827, 3.8915], [-3.0018, -5.3759, 4.0112], [-0.7183, -6.0962, 3.3993], [0.9497, -4.4471, 2.6945], [1.8157, -3.5688, 4.5691], [4.0694, -4.2627, 5.2209], [6.0499, -3.2159, 4.1843], [5.7560, -1.3850, 2.5455], [3.4959, -0.6616, 1.9081], [-1.9427, 2.0285, 1.2075], [-4.2715, 1.4119, 0.3711], [-4.9723, -1.3001, -1.9795], [-3.0859, -3.0127, -2.5904], [-2.4801, -3.6693, 0.2497], [-3.2796, -5.9881, 0.3873], [-1.9055, -7.8361, -0.5142], [0.2858, -7.3367, -1.5472], [1.0735, -5.0336, -1.7131], [-0.4545, -1.7885, -3.7554], [1.0699, -1.8791, -5.6951], [3.3918, -2.6708, -5.4134], [4.1574, -3.4563, -3.1942], [2.6256, -3.4086, -1.2798], [2.6200, -0.8223, -0.3042], [2.5993, -0.9952, -1.2522], [3.2156, -1.4826, 0.0697], [-9.2664, 4.5078, -3.9232], [-8.2921, 4.0860, -3.4935], [-7.0688, 3.5571, -2.9584], [-7.0996, 2.6097, -1.9444], [-5.9230, 2.0764, -1.4467], [-4.6926, 2.4893, -1.9541], [-4.6689, 3.4629, -2.9573], [-5.8410, 3.9854, -3.4586], [-3.4770, 1.9548, -1.4821], [-2.4989, 1.5883, -2.3951], [-1.7126, 0.5385, -2.1921], [-1.9195, -0.3594, -1.0337], [-3.3564, -0.3457, -0.6333], [-8.0492, 2.2781, -1.5494], [-5.9848, 1.3225, -0.6771], [-3.7270, 3.8300, -3.3369], [-5.8115, 4.7399, -4.2316], [-2.3577, 2.2105, -3.2644], [-0.8531, 0.2840, -2.7877], [-3.3675, -0.8860, 0.3260]]
}